Record 1
An isolated molecule of C6H10O in a non-equilibrium geometry. Source: the OMol25 dataset; level of theory: ωB97M-V/def2-TZVPD.

Bonds (Å) are listed after each position.
CARTESIAN COORDINATES (ANGSTROEM)
1 C 1.72 -0.53 -1.12  C2 1.470, H8 1.094, H9 1.095, H10 1.121
2 C 1.18 -1.12 0.11  C1 1.470, C3 1.418, H11 1.088
3 C 0.58 -0.31 1.10  C2 1.418, C4 1.623, H12 1.090, H13 1.093
4 C -0.82 -0.13 0.30  C3 1.623, C5 1.433, C6 1.561, H14 1.087
5 C -1.03 0.82 -0.76  C4 1.433, C6 1.858, H15 1.085, H16 1.085
6 C -1.79 0.92 0.94  C4 1.561, C5 1.858, O7 1.223, H17 1.106
7 O -2.94 0.64 1.24  C6 1.223
8 H 2.45 -1.17 -1.62  C1 1.094
9 H 2.16 0.46 -0.94  C1 1.095
10 H 0.87 -0.34 -1.84  C1 1.121
11 H 1.01 -2.20 0.13  C2 1.088
12 H 0.35 -0.79 2.05  C3 1.090
13 H 1.02 0.68 1.24  C3 1.093
14 H -1.36 -1.06 0.20  C4 1.087
15 H -1.63 0.56 -1.62  C5 1.085
16 H -0.52 1.78 -0.77  C5 1.085
17 H -1.25 1.79 1.36  C6 1.106

The calculation puts the HOMO energy (alpha / beta) at -7.50 / -7.82 eV. The calculation puts the LUMO energy (alpha / beta) at -0.4 / 0.4 eV.



Record 2
An isolated molecule of C6H10O. Source: the OMol25 dataset; level of theory: ωB97M-V/def2-TZVPD.

Bonds (Å) are listed after each position.
CARTESIAN COORDINATES (ANGSTROEM)
1 C 0.29 -1.90 1.23  C2 1.507, H8 1.096, H9 1.099, H10 1.094
2 C -0.04 -0.67 0.43  C1 1.507, C3 1.504, C4 1.335
3 C -1.35 -0.73 -0.30  C2 1.504, H11 1.097, H12 1.092, H13 1.097
4 C 0.78 0.38 0.42  C2 1.335, C5 1.506, H14 1.089
5 C 0.50 1.73 -0.17  C4 1.506, C6 1.514, H15 1.098, H16 1.102
6 C 0.51 1.88 -1.68  C5 1.514, O7 1.206, H17 1.114
7 O 0.51 0.98 -2.47  C6 1.206
8 H 0.21 -2.82 0.63  C1 1.096
9 H -0.42 -2.01 2.06  C1 1.099
10 H 1.30 -1.85 1.66  C1 1.094
11 H -1.31 -1.51 -1.07  C3 1.097
12 H -1.60 0.21 -0.81  C3 1.092
13 H -2.17 -0.99 0.38  C3 1.097
14 H 1.74 0.28 0.94  C4 1.089
15 H 1.19 2.48 0.23  C5 1.098
16 H -0.50 2.09 0.14  C5 1.102
17 H 0.50 2.94 -2.02  C6 1.114

As for the structure (SMILES): CC(C)=CCC=O. The calculation puts the HOMO energy at -9.04 eV. The calculation puts the LUMO energy at 1.0 eV.



Record 3
An isolated molecule of C6H10O. Source: the OMol25 dataset; level of theory: ωB97M-V/def2-TZVPD.

Bonds (Å) are listed after each position.
CARTESIAN COORDINATES (ANGSTROEM)
1 C -1.87 -0.73 0.36  C2 1.514, H8 1.096, H9 1.094, H10 1.096
2 C -1.15 0.53 -0.05  C1 1.514, C3 1.499, C7 1.500, H11 1.090
3 C 0.00 0.60 -1.01  C2 1.499, C4 1.531, C7 1.528, H12 1.087
4 C 0.93 -0.60 -0.86  C3 1.531, C5 1.556, H13 1.094, H14 1.096
5 C 1.16 -0.21 0.63  C4 1.556, O6 1.409, C7 1.530, H15 1.095
6 O 2.48 0.19 0.92  C5 1.409, H16 0.967
7 C 0.20 0.96 0.46  C2 1.500, C3 1.528, C5 1.530, H17 1.088
8 H -2.42 -0.58 1.30  C1 1.096
9 H -1.19 -1.58 0.51  C1 1.094
10 H -2.60 -1.02 -0.41  C1 1.096
11 H -1.82 1.39 -0.16  C2 1.090
12 H -0.03 1.27 -1.87  C3 1.087
13 H 1.86 -0.51 -1.42  C4 1.094
14 H 0.49 -1.59 -1.06  C4 1.096
15 H 0.91 -0.96 1.38  C5 1.095
16 H 2.69 0.93 0.34  O6 0.967
17 H 0.35 1.93 0.93  C7 1.088

As for the structure (SMILES): C[C@@H]1[C@@H]2C[C@@H](O)[C@H]12. The calculation puts the HOMO energy at -9.57 eV. The calculation puts the LUMO energy at 1.0 eV.



Record 4
An isolated molecule of C6H10O. Source: the OMol25 dataset; level of theory: ωB97M-V/def2-TZVPD.

Bonds (Å) are listed after each position.
CARTESIAN COORDINATES (ANGSTROEM)
1 C 2.06 0.32 0.06  C2 1.528, H8 1.095, H9 1.096, H10 1.095
2 C 1.00 -0.52 -0.67  C1 1.528, C3 1.506, H11 1.103, H12 1.094
3 C -0.41 0.00 -0.58  C2 1.506, C4 1.504, C5 1.323
4 C -1.54 -0.90 -0.99  C3 1.504, H13 1.097, H14 1.091, H15 1.100
5 C -0.67 1.16 0.00  C3 1.323, C6 1.310
6 C -0.91 1.44 1.25  C5 1.310, O7 1.398, H16 1.081
7 O -0.89 0.35 2.13  C6 1.398, H17 0.966
8 H 3.05 -0.09 -0.14  C1 1.095
9 H 1.89 0.31 1.14  C1 1.096
10 H 2.04 1.36 -0.28  C1 1.095
11 H 1.00 -1.55 -0.27  C2 1.103
12 H 1.24 -0.61 -1.74  C2 1.094
13 H -2.49 -0.53 -0.60  C4 1.097
14 H -1.60 -0.95 -2.08  C4 1.091
15 H -1.37 -1.92 -0.61  C4 1.100
16 H -1.08 2.37 1.78  C6 1.081
17 H -1.30 -0.40 1.68  O7 0.966

As for the structure (SMILES): CCC(C)=C=CO. The calculation puts the HOMO energy at -8.72 eV. The calculation puts the LUMO energy at 0.9 eV.



Record 5
An isolated molecule of C6H10O in a non-equilibrium geometry. Source: the OMol25 dataset; level of theory: ωB97M-V/def2-TZVPD.

Bonds (Å) are listed after each position.
CARTESIAN COORDINATES (ANGSTROEM)
1 C -2.35 0.48 0.58  C2 1.332, H8 1.090, H9 1.074
2 C -1.46 0.05 -0.32  C1 1.332, O3 1.347, C4 1.459
3 O -1.85 -0.68 -1.38  C2 1.347, H10 0.963
4 C -0.05 0.39 -0.39  C2 1.459, C5 1.534, C6 1.485, H11 1.112
5 C 0.52 0.46 1.03  C4 1.534, C6 1.488, H12 1.074, H13 1.100
6 C 0.99 -0.56 0.07  C4 1.485, C5 1.488, C7 1.490, H14 1.086
7 C 2.36 -0.42 -0.50  C6 1.490, H15 1.094, H16 1.096, H17 1.090
8 H -3.41 0.29 0.43  C1 1.090
9 H -2.01 1.05 1.42  C1 1.074
10 H -2.79 -0.84 -1.24  O3 0.963
11 H 0.20 1.12 -1.20  C4 1.112
12 H 1.12 1.32 1.24  C5 1.074
13 H 0.01 0.06 1.92  C5 1.100
14 H 0.68 -1.58 0.29  C6 1.086
15 H 3.10 -0.84 0.19  C7 1.094
16 H 2.58 0.64 -0.68  C7 1.096
17 H 2.40 -0.93 -1.46  C7 1.090

As for the structure (SMILES): C=C(O)[C@H]1C[C@@H]1C. The calculation puts the HOMO energy at -8.70 eV. The calculation puts the LUMO energy at 1.0 eV.



Record 6
An isolated molecule of C6H10O. Source: the OMol25 dataset; level of theory: ωB97M-V/def2-TZVPD.

Bonds (Å) are listed after each position.
CARTESIAN COORDINATES (ANGSTROEM)
1 C -2.21 -0.22 0.37  C2 1.501, H8 1.096, H9 1.094, H10 1.097
2 C -1.04 0.72 0.41  C1 1.501, C3 1.334, H11 1.091
3 C 0.17 0.54 -0.11  C2 1.334, C4 1.507, C5 1.508
4 C 1.26 1.57 0.05  C3 1.507, H12 1.098, H13 1.094, H14 1.098
5 C 0.60 -0.70 -0.85  C3 1.508, C6 1.518, H15 1.099, H16 1.099
6 C 1.26 -1.73 0.04  C5 1.518, O7 1.206, H17 1.112
7 O 1.18 -1.76 1.24  C6 1.206
8 H -3.12 0.30 0.07  C1 1.096
9 H -2.06 -1.06 -0.32  C1 1.094
10 H -2.40 -0.65 1.37  C1 1.097
11 H -1.21 1.64 0.96  C2 1.091
12 H 1.51 2.03 -0.92  C4 1.098
13 H 0.97 2.37 0.74  C4 1.094
14 H 2.18 1.12 0.43  C4 1.098
15 H 1.30 -0.45 -1.66  C5 1.099
16 H -0.24 -1.21 -1.34  C5 1.099
17 H 1.84 -2.52 -0.50  C6 1.112

As for the structure (SMILES): C/C=C(/C)CC=O. The calculation puts the HOMO energy at -9.06 eV. The calculation puts the LUMO energy at 1.0 eV.